#i
Here is an isolated molecule of C20H25N3O3 from the OMol25 dataset. Energies are from ωB97M-V/def2-TZVPD.

Calculated values
HOMO-LUMO gap   8.511 eV
SMILES   COc1cccc(Cn2cccc(NC(=O)NC3CCCCC3)c2=O)c1
E_LUMO   0.351 eV

Element x y z (Å)
C -0.910 -0.166 3.428
H -0.073 -0.438 2.776
O -2.136 -0.203 2.739
C -2.279 0.557 1.621
C -3.471 0.390 0.914
C -3.689 1.100 -0.247
C -2.730 1.978 -0.725
C -1.550 2.163 -0.021
C -1.332 1.463 1.157
H -0.414 1.615 1.705
C -0.517 3.132 -0.555
N 0.803 2.886 -0.009
C 1.401 3.796 0.796
C 2.623 3.547 1.332
C 3.232 2.306 1.085
C 2.626 1.353 0.300
N 3.278 0.147 0.102
C 2.860 -1.195 0.004
O 3.700 -2.051 0.201
N 1.559 -1.408 -0.234
H 1.034 -0.644 -0.658
C 1.052 -2.743 -0.483
C 1.084 -3.086 -1.978
C 0.090 -2.242 -2.770
C -1.320 -2.426 -2.218
C -1.360 -2.024 -0.748
C -0.372 -2.859 0.064
H -0.388 -2.545 1.109
H -0.671 -3.909 0.025
H -2.367 -2.161 -0.346
H -1.117 -0.964 -0.661
H -2.026 -1.816 -2.786
H -1.620 -3.472 -2.320
H 0.121 -2.536 -3.822
H 0.364 -1.188 -2.710
H 2.098 -2.932 -2.354
H 0.840 -4.144 -2.095
H 1.718 -3.429 0.055
H 4.241 0.161 0.421
C 1.370 1.674 -0.355
O 0.783 0.968 -1.178
H 4.192 2.091 1.531
H 3.109 4.278 1.955
H 0.862 4.714 0.971
H -0.808 4.159 -0.318
H -0.468 3.020 -1.644
H -2.896 2.515 -1.646
H -4.609 0.961 -0.794
H -4.199 -0.309 1.293
H -0.722 0.820 3.868
H -0.998 -0.902 4.226

***

#ii
Here is an isolated molecule of C20H25N3O3 from the OMol25 dataset. Energies are from ωB97M-V/def2-TZVPD.

Calculated values
HOMO-LUMO gap   8.631 eV
SMILES   CCN(CC(=O)Nc1cccc(OC)c1)CC(=O)Nc1ccccc1C
E_LUMO   0.545 eV

Element x y z (Å)
C -0.693 -4.108 -1.355
H -1.420 -4.015 -0.554
H -0.999 -3.475 -2.186
H -0.688 -5.140 -1.696
C 0.705 -3.733 -0.864
N 0.894 -2.374 -0.382
C 0.316 -2.079 0.924
H 0.813 -1.184 1.316
C -1.208 -1.867 0.980
O -1.961 -2.757 1.318
N -1.586 -0.615 0.626
C -2.878 -0.084 0.517
C -4.026 -0.784 0.859
C -5.258 -0.166 0.712
C -5.357 1.123 0.234
C -4.202 1.829 -0.111
C -2.965 1.221 0.032
H -2.052 1.734 -0.231
O -4.393 3.096 -0.576
C -3.264 3.856 -0.931
H -3.649 4.817 -1.269
H -2.701 3.386 -1.744
H -2.599 4.013 -0.075
H -6.312 1.610 0.117
H -6.155 -0.706 0.976
H -3.954 -1.791 1.232
H -0.864 0.045 0.352
H 0.549 -2.920 1.581
C 0.635 -1.348 -1.378
C 1.250 -0.035 -0.897
O 0.583 0.967 -0.710
N 2.575 -0.161 -0.676
C 3.487 0.775 -0.167
C 3.187 2.131 -0.124
C 4.113 3.032 0.368
C 5.343 2.587 0.816
C 5.641 1.236 0.772
C 4.729 0.311 0.287
C 5.074 -1.151 0.257
H 5.111 -1.525 -0.767
H 4.345 -1.739 0.815
H 6.051 -1.312 0.705
H 6.601 0.889 1.125
H 6.071 3.286 1.200
H 3.870 4.083 0.398
H 2.227 2.472 -0.473
H 2.929 -1.104 -0.770
H -0.431 -1.183 -1.592
H 1.126 -1.648 -2.310
H 0.992 -4.402 -0.049
H 1.424 -3.874 -1.681

***

It is #ii that is the least stable of them.

***

#i
Here is a cluster of 2 separate species, C4H12IN2 in total from the OMol25 dataset. Energies are from ωB97M-V/def2-TZVPD.

Calculated values
HOMO-LUMO gap   9.006 eV
Net charge   +1
E_LUMO   -4.014 eV

Element x y z (Å)
C 2.210 0.729 0.751
C 0.133 1.406 -0.374
C -0.583 -1.645 -0.776
C 0.862 -0.851 -0.269
N 1.041 0.388 0.019
N -0.881 -2.277 0.527
I -3.346 2.534 0.544
H 3.074 0.842 0.071
H 2.094 1.675 1.354
H 2.638 -0.138 1.386
H 0.605 2.227 -0.964
H -0.659 0.831 -0.901
H -0.267 2.004 0.361
H -0.386 -2.397 -1.606
H -1.371 -0.895 -1.228
H 1.602 -1.568 0.064
H -0.923 -3.246 0.527
H -4.359 2.007 -0.633
H -1.483 -1.625 1.148

***

#ii
Here is a cluster of 2 separate species, C4H12IN2 in total from the OMol25 dataset. Energies are from ωB97M-V/def2-TZVPD.

Calculated values
HOMO-LUMO gap   10.144 eV
Net charge   +1
E_LUMO   -3.812 eV

Element x y z (Å)
C 0.443 1.637 1.463
C 0.230 0.061 -2.121
C -0.506 0.730 0.903
C -0.305 -0.794 0.778
N -1.310 -1.628 0.530
N 0.813 -0.725 -1.008
I 1.318 -1.686 1.894
H 1.306 1.248 1.919
H 0.885 2.288 0.637
H -0.021 2.354 2.222
H -0.618 -0.572 -2.424
H -0.084 0.961 -1.696
H 0.910 0.129 -2.945
H -1.503 0.746 1.422
H -1.014 1.026 -0.012
H -2.168 -1.419 0.003
H -1.038 -2.525 0.649
H 1.003 -1.635 -1.381
H 1.657 -0.196 -0.833

***

It is #i that is the least stable of them.

***

#i
Here is an isolated molecule of C3H4O4 from the OMol25 dataset. Energies are from ωB97M-V/def2-TZVPD.

Calculated values
HOMO-LUMO gap   8.811 eV
SMILES   O=CC(O)=C(O)O
E_LUMO   -0.014 eV

Element x y z (Å)
C -0.258 -0.482 0.376
C -0.012 0.606 -0.392
O 0.597 -1.534 0.537
O -1.509 -0.645 0.913
O -1.012 1.484 -0.773
C 1.398 0.924 -0.679
O 1.808 1.880 -1.321
H 0.148 -2.328 0.197
H -1.418 -1.273 1.652
H -1.819 1.213 -0.299
H 2.077 0.156 -0.212

***

#ii
Here is an isolated molecule of C3H4O4 from the OMol25 dataset. Energies are from ωB97M-V/def2-TZVPD.

Calculated values
HOMO-LUMO gap   12.012 eV
SMILES   O=COCOC=O
E_LUMO   0.912 eV

Element x y z (Å)
C 1.892 0.511 -0.465
C 0.028 -0.080 0.832
C -1.937 -0.337 -0.498
H 2.417 1.261 -1.097
H -0.580 0.414 1.599
H 0.783 -0.831 1.212
H -2.564 -1.129 -1.023
O 2.322 -0.602 -0.337
O 0.701 0.931 0.095
O -0.744 -0.903 -0.064
O -2.320 0.764 -0.254

***

It is #i that is the least stable of them.